Formula: C9H7N3OS
Source: OMol25
Level of theory: wB97M-V/def2-TZVPD

**Charge**: 0
**Kohn-Sham gap**: 8.428 eV
**HOMO level**: -0.3339 Eh
**LUMO level**: -0.657 eV
**SMILES**: C[S@]1(=O)=N/C(=N\C#N)c2ccccc21

Structure (XYZ):
```
21
C9H7N3OS wB97M-V/def2-TZVPD
S 0.863 0.739 -1.327
O 1.959 1.703 -1.392
N 0.795 -2.733 0.064
N 1.382 -4.699 -1.267
N 1.436 -0.929 -1.355
C 0.966 -1.511 -0.226
C -0.721 1.749 0.776
C -0.855 0.241 2.714
C 0.368 -0.474 0.775
C 1.226 -3.637 -0.777
C -1.091 1.513 2.111
C -0.360 1.127 -2.617
C -0.125 -0.724 2.014
C -0.004 0.710 0.181
H -0.062 1.055 -3.697
H -0.757 2.092 -2.374
H -1.165 0.423 -2.537
H 0.014 -1.619 2.527
H -1.627 2.315 2.556
H -0.987 2.583 0.198
H -1.258 0.077 3.654
```

---

Formula: C9H7NO
Source: OMol25
Level of theory: wB97M-V/def2-TZVPD

**Charge**: 0
**Kohn-Sham gap**: 9.113 eV
**HOMO level**: -0.3049 Eh
**LUMO level**: 0.816 eV
**SMILES**: CC1=C2C=Cc3ncoc3[C@H]12

Structure (XYZ):
```
18
C9H7NO wB97M-V/def2-TZVPD
O -1.153 2.271 -1.311
N -0.399 3.203 0.563
C 1.962 0.363 0.753
C -0.864 -2.157 0.034
C -0.011 0.090 -1.240
C 1.364 1.552 1.092
C -1.151 3.325 -0.466
C 0.183 1.956 0.444
C 1.179 -0.530 0.060
C 0.028 -1.029 -0.277
C -0.341 1.358 -0.720
H -1.767 4.167 -0.711
H 1.850 2.262 1.741
H -0.928 -2.850 -0.805
H -0.494 -2.679 0.913
H 2.985 0.136 1.006
H 0.121 -0.050 -2.305
H -1.863 -1.773 0.231
```

---

Formula: C9H7NO
Source: OMol25
Level of theory: wB97M-V/def2-TZVPD

**Charge**: 0
**Kohn-Sham gap**: 9.276 eV
**HOMO level**: -0.3139 Eh
**LUMO level**: 0.734 eV
**SMILES**: c1ccc(-c2ccco2)nc1

Structure (XYZ):
```
18
C9H7NO wB97M-V/def2-TZVPD
O 1.547 -0.433 -1.371
N -1.633 0.218 -0.468
C 2.539 0.233 -1.836
C -2.666 -0.245 0.190
C 2.643 1.529 -1.292
C -1.453 -1.363 1.805
C -0.285 -0.907 1.228
C 1.427 1.615 -0.529
C -0.401 -0.084 0.108
C -2.687 -1.034 1.349
C 0.805 0.430 -0.576
H -3.649 0.084 -0.619
H 0.699 -1.223 1.637
H 3.294 -0.236 -2.460
H -1.247 -1.790 2.753
H 1.254 2.466 -0.138
H 3.409 2.286 -1.380
H -3.598 -1.549 1.599
```

---

Formula: C9H7NO2
Source: OMol25
Level of theory: wB97M-V/def2-TZVPD

**Charge**: 0
**Kohn-Sham gap (alpha / beta)**: 7.013 / 7.012 eV
**HOMO level (alpha / beta)**: -0.2808 / -0.2808 Eh
**LUMO level (alpha / beta)**: -0.629 / -0.629 eV

Structure (XYZ):
```
19
C9H7NO2 wB97M-V/def2-TZVPD
O -3.760 0.027 0.096
O -1.823 -2.175 -0.101
N -1.286 -0.934 -0.195
C -2.663 0.496 -0.106
C 1.006 -1.643 0.054
C 0.000 -0.636 -0.056
C 2.703 0.041 -0.043
C 0.378 0.763 -0.079
C -1.958 1.664 -0.052
C 1.750 1.009 -0.158
C -0.561 1.831 0.018
C 2.343 -1.338 0.055
H 1.903 2.107 -0.174
H -2.441 2.621 0.124
H -2.654 -2.221 0.336
H 0.504 -2.548 0.103
H 3.803 0.155 -0.106
H -0.303 2.798 0.155
H 3.060 -2.018 0.129
```

---

Formula: C9H7NO4STi
Source: OMol25
Level of theory: wB97M-V/def2-TZVPD

**Charge**: +3
**Kohn-Sham gap (alpha / beta)**: 6.387 / 6.464 eV
**HOMO level (alpha / beta)**: -0.7825 / -0.7830 Eh
**LUMO level (alpha / beta)**: -14.907 / -14.843 eV
**2S+1**: 2

Structure (XYZ):
```
23
C9H7NO4STi wB97M-V/def2-TZVPD
Ti -0.558 -1.117 -1.186
S -0.813 -1.765 1.037
O -0.459 2.095 -1.677
O 2.528 -0.553 -1.905
O -3.531 -0.597 -2.305
O -0.457 -4.011 -2.631
N 1.191 -0.283 2.024
C -0.501 0.958 -1.429
C -0.485 -2.898 -2.283
C -0.230 1.956 2.584
C 1.400 -0.745 -1.698
C -0.821 0.929 1.854
C -0.125 -0.264 1.659
C -2.431 -0.768 -1.974
C 1.066 1.836 3.091
C 1.772 0.688 2.781
H -0.800 2.871 2.803
H 1.741 -1.096 1.804
H 1.523 2.640 3.686
H -0.490 -1.103 -5.397
H -1.809 1.053 1.416
H 2.782 0.535 3.113
H -0.492 -0.360 -5.367
```

---

Formula: C9H8
Source: OMol25
Level of theory: wB97M-V/def2-TZVPD

**Charge**: 0
**Kohn-Sham gap (alpha / beta)**: 6.860 / 8.035 eV
**HOMO level (alpha / beta)**: -0.2950 / -0.2942 Eh
**LUMO level (alpha / beta)**: -1.168 / 0.031 eV

Structure (XYZ):
```
17
C9H8 wB97M-V/def2-TZVPD
C 0.731 1.251 1.590
C 0.145 0.691 0.384
C -0.624 -0.697 -1.113
C -0.144 -0.656 0.139
C 0.349 -1.778 0.949
C 1.576 -1.875 1.301
C -0.423 1.533 -0.645
C -0.890 0.589 -1.539
C -1.386 -0.498 -2.418
H -0.486 -2.587 1.183
H 1.298 2.046 1.322
H -2.472 -0.650 -2.436
H -0.352 2.563 -0.781
H -0.048 1.730 2.131
H 1.081 0.298 2.129
H -0.896 -0.643 -3.457
H 2.540 -1.320 1.262
```

---

Formula: C9H83NO34
Source: OMol25
Level of theory: wB97M-V/def2-TZVPD

**Charge**: 0
**Kohn-Sham gap**: 8.818 eV
**HOMO level**: -0.3379 Eh
**LUMO level**: -0.377 eV

Structure (XYZ):
```
127
C9H83NO34 wB97M-V/def2-TZVPD
O 4.662 -0.538 1.334
O -1.125 -2.366 1.245
O 5.257 2.916 0.120
O -3.153 5.338 6.631
O -0.160 -3.744 -1.971
O 5.861 0.283 -1.656
O -5.828 1.680 4.401
O 3.965 -2.578 -0.840
O 3.819 8.188 0.462
O 3.990 -5.433 2.618
O -5.328 -5.450 -3.965
O 1.957 7.036 -2.718
O 0.762 5.408 -0.671
O -8.613 2.664 -2.343
O 1.887 0.282 1.646
O -6.946 6.603 0.612
O 2.787 -2.988 -3.620
O 8.569 -4.573 1.109
O -4.476 -2.063 -5.251
O 5.272 -1.973 -5.497
O 4.676 -6.453 -2.743
O -6.894 0.797 1.695
O 6.469 -3.100 -0.201
O 4.567 -7.434 0.355
O -3.188 5.847 3.561
O -6.706 -8.333 -4.208
O 4.662 -0.837 4.132
O 7.754 -2.682 -6.973
O 2.385 5.804 1.838
O -3.427 -3.952 -1.881
O -5.888 1.546 -2.936
O 2.873 -2.520 2.317
O 3.406 -6.396 5.463
O -3.127 0.201 -4.106
N -6.062 2.824 0.286
C -4.874 3.802 0.396
C -4.251 3.377 1.852
C -1.032 1.778 1.380
C -4.339 1.741 1.740
C -3.539 0.953 0.545
C -1.993 0.540 0.898
C -1.097 3.112 0.405
C -1.202 2.157 3.000
C -5.942 1.652 1.273
H -2.139 1.596 3.477
H 5.014 -2.187 -6.406
H 2.831 7.438 -2.598
H 9.143 -5.221 0.674
H 2.499 -6.603 5.192
H 2.074 6.443 -3.475
H 3.657 -7.143 6.028
H 3.361 -3.636 -4.055
H 3.543 -4.574 2.624
H 5.526 -0.214 1.630
H -6.670 1.850 4.850
H -4.518 -5.192 -3.501
H -3.917 0.598 -3.709
H -6.835 3.437 0.678
H -5.115 3.633 2.622
H 5.006 -7.128 -3.355
H -6.086 1.466 3.492
H 2.268 0.374 2.533
H 7.496 -2.896 -7.882
H -7.788 6.773 1.060
H 1.626 5.732 -0.375
H -4.126 -0.072 0.374
H 4.484 -5.445 3.451
H 3.809 -2.282 2.392
H -1.670 2.824 -0.585
H 5.526 -0.513 4.428
H 0.745 -3.420 -2.099
H -2.491 -3.714 -1.806
H 4.356 -6.606 0.811
H 7.043 -3.748 -0.636
H -6.493 -7.446 -4.535
H -5.149 4.946 0.210
H -0.251 -1.964 1.365
H -6.121 1.688 -2.006
H -5.383 -2.270 -5.523
H -5.674 2.433 -3.263
H 3.625 7.429 1.031
H 2.796 5.202 2.478
H 2.635 -2.817 3.208
H -4.225 -2.809 -4.686
H 4.379 -6.961 -1.973
H 4.430 -1.803 -5.049
H -0.268 -4.416 -2.660
H -6.037 -5.045 -3.443
H 6.912 -2.512 -6.524
H -8.232 2.756 -1.457
H 0.090 1.379 1.291
H 3.478 -2.850 -0.048
H 4.529 -0.402 3.276
H -4.017 3.631 -0.405
H 4.573 -3.315 -1.005
H -1.523 0.121 -0.116
H -0.267 1.754 3.623
H -2.545 4.601 6.466
H 6.214 0.041 -2.525
H 5.342 -0.491 -1.390
H -1.937 -0.383 1.653
H 3.168 -2.896 -2.734
H 2.461 -0.367 1.211
H -7.204 6.389 -0.297
H 3.918 8.926 1.082
H -1.565 4.057 0.916
H 4.894 -8.013 1.061
H -3.278 3.888 2.254
H 6.131 3.317 0.240
H 0.029 3.411 0.143
H -3.421 5.989 4.491
H -4.203 1.332 2.828
H -3.439 -0.649 -4.449
H 5.374 2.323 -0.637
H 6.850 -3.008 0.685
H -3.665 -4.249 -0.990
H 1.436 5.642 1.941
H -2.974 6.734 3.234
H -1.008 -2.959 0.487
H -8.039 2.016 -2.778
H 4.529 -0.104 0.478
H 8.950 -4.480 1.995
H -3.548 1.495 -0.499
H -1.374 3.308 3.166
H 0.629 5.843 -1.527
H -6.939 -8.191 -3.279
H -3.640 5.066 7.423
```

---

Formula: C9H8Br2O2
Source: OMol25
Level of theory: wB97M-V/def2-TZVPD

**Charge**: 0
**Kohn-Sham gap (alpha / beta)**: 7.519 / 7.520 eV
**HOMO level (alpha / beta)**: -0.2607 / -0.2607 Eh
**LUMO level (alpha / beta)**: 0.426 / 0.427 eV

Structure (XYZ):
```
21
C9H8Br2O2 wB97M-V/def2-TZVPD
Br 3.593 -0.999 -0.053
Br -2.968 -1.376 -0.048
O -1.224 2.169 -1.319
O -1.497 2.082 1.100
C 1.636 -0.752 0.000
C -1.265 -0.700 -0.055
C 0.480 1.151 -0.065
C -0.878 1.695 -0.132
C 0.857 0.150 1.050
C 0.876 -0.055 -1.066
C 0.561 -1.816 0.097
C -0.300 -0.984 1.127
C -0.193 -1.185 -1.077
H -2.213 2.421 -1.230
H 1.318 1.859 -0.188
H -0.543 -1.500 2.044
H -1.162 1.367 1.632
H 1.384 0.575 1.857
H 0.925 -2.888 0.345
H -0.586 -1.572 -2.008
H 1.200 0.359 -2.011
```

---

Formula: C9H8Br9NO2
Source: OMol25
Level of theory: wB97M-V/def2-TZVPD

**Charge**: 0
**Kohn-Sham gap**: 9.276 eV
**HOMO level**: -0.3699 Eh
**LUMO level**: -0.790 eV

Structure (XYZ):
```
29
C9H8Br9NO2 wB97M-V/def2-TZVPD
Br -3.234 -10.839 -0.005
Br -8.346 -12.578 4.050
Br -7.453 -13.021 0.957
Br -5.720 -7.265 3.984
Br -8.974 -10.335 1.966
Br -4.567 -11.549 -3.019
Br -4.908 -8.700 6.652
Br -7.752 -7.429 6.616
Br -3.006 -8.807 -2.485
O 1.745 -18.609 -1.549
O 0.586 -19.381 -3.244
N 0.681 -18.710 -2.170
C -1.734 -18.589 -2.055
C -7.599 -11.691 2.400
C -5.888 -7.193 6.002
C -2.922 -17.982 -1.711
C -0.463 -16.823 -0.943
C -1.667 -16.243 -0.603
C -0.506 -18.034 -1.745
C -2.917 -16.733 -1.073
C -4.136 -10.142 -1.687
H -6.650 -11.191 2.592
H -5.051 -9.610 -1.429
H -3.818 -18.438 -2.106
H -3.864 -16.243 -0.900
H 0.442 -16.472 -0.468
H -1.531 -15.328 -0.046
H -5.379 -6.327 6.425
H -1.678 -19.508 -2.619
```

---

Formula: C9H8BrNO2
Source: OMol25
Level of theory: wB97M-V/def2-TZVPD

**Charge**: 0
**Kohn-Sham gap**: 8.668 eV
**HOMO level**: -0.3419 Eh
**LUMO level**: -0.637 eV
**SMILES**: O=C(O)[C@@]1(Br)NCc2ccccc21

Structure (XYZ):
```
21
C9H8BrNO2 wB97M-V/def2-TZVPD
Br -3.284 -1.012 -0.740
O -3.133 0.636 2.192
O -2.910 2.455 0.981
N -1.382 1.289 -0.874
C -0.443 -1.054 1.661
C -1.855 0.498 0.153
C -2.661 1.113 1.205
C -0.622 -0.361 0.486
C -0.122 0.853 -1.461
C 1.613 -0.835 -0.267
C 0.427 -0.204 -0.474
C 0.798 -1.646 1.849
C 1.786 -1.576 0.924
H -0.368 0.341 -2.378
H -1.907 1.783 -1.577
H 0.635 1.777 -1.566
H 0.846 -2.073 2.740
H -2.254 2.810 0.367
H -1.271 -1.179 2.467
H 2.334 -0.690 -0.960
H 2.790 -2.132 0.973
```

---

Formula: C9H8Cl2NO7P3Tl
Source: OMol25
Level of theory: wB97M-V/def2-TZVPD

**Charge**: +3
**Kohn-Sham gap**: 2.530 eV
**HOMO level**: -0.6590 Eh
**LUMO level**: -15.403 eV

Structure (XYZ):
```
31
C9H8Cl2NO7P3Tl wB97M-V/def2-TZVPD
Tl 1.054 5.699 1.634
Cl 5.238 1.017 -0.663
Cl -5.646 -1.724 0.486
P -3.878 -0.856 1.371
P 3.782 -0.515 -1.102
P 0.740 -2.630 -1.761
O -2.866 -1.807 -1.309
O 2.083 -2.986 -2.511
O -3.069 2.579 1.026
O 4.146 -1.863 -0.050
O 0.541 -3.803 -0.447
O -0.555 -2.911 -2.945
O -2.691 -2.103 1.724
N -3.199 0.182 0.091
C 0.283 3.578 1.313
C -0.909 1.218 0.203
C 0.423 2.139 0.540
C 2.018 0.056 -0.649
C -2.308 -0.781 -0.664
C -2.503 1.461 0.501
C 0.679 -0.895 -0.968
C -0.764 -0.250 -0.531
C 1.892 1.548 0.095
H -3.022 -2.724 2.442
H 0.945 4.354 0.697
H 4.136 -1.492 0.883
H -0.812 4.016 1.325
H -0.142 -3.032 -3.851
H 0.818 -3.274 0.373
H 0.734 3.591 2.408
H 2.855 2.208 0.339
```

---

Formula: C9H8ClN3O4V
Source: OMol25
Level of theory: wB97M-V/def2-TZVPD

**Charge**: 0
**Kohn-Sham gap (alpha / beta)**: 8.260 / 8.046 eV
**HOMO level (alpha / beta)**: -0.3167 / -0.3385 Eh
**LUMO level (alpha / beta)**: -0.358 / -1.166 eV
**2S+1**: 4

Structure (XYZ):
```
26
C9H8ClN3O4V wB97M-V/def2-TZVPD
V 0.117 -0.109 0.005
Cl 1.843 -2.208 -0.086
O 2.831 -2.489 0.880
O 2.014 -0.812 -0.590
O 1.810 -3.127 -1.142
O 0.508 -2.099 0.575
N -2.813 0.116 -3.050
N -3.784 2.272 -2.281
N -0.828 -0.486 -1.753
C 0.324 3.188 -1.158
C -1.659 0.950 1.218
C 0.629 1.066 2.016
C -1.782 -0.215 -2.375
C -1.325 1.797 0.155
C -0.675 0.573 2.144
C -0.019 2.293 -0.003
C -3.338 1.266 -2.644
C 0.951 1.902 0.939
H 0.145 4.230 -0.889
H -0.917 -0.124 2.935
H 1.400 0.755 2.708
H -0.296 2.956 -2.023
H 1.371 3.085 -1.439
H -2.662 0.554 1.290
H -2.078 2.036 -0.591
H 1.975 2.228 0.807
```